Entry 1:
Here is a molecular structure, C37H43GdNO2P at a distorted geometry from OMol25. Energies are from ωB97M-V/def2-TZVPD.

Each line ends with the Mulliken charge.
Geometry (Å):
O1 0.068 -1.116 -4.802  -0.11
C1 1.387 -1.506 -5.310  -0.37
C2 0.998 -1.876 -6.737  -0.94
H1 1.787 -2.339 -4.716  0.00
H2 2.055 -0.640 -5.274  0.39
C3 -0.401 -1.483 -6.181  1.54
H3 1.121 -2.948 -6.991  0.32
H4 1.327 -1.145 -7.494  0.32
C4 -1.307 -2.695 -6.194  -1.67
H5 -0.814 -3.541 -5.709  0.37
H6 -1.562 -3.016 -7.224  0.37
H7 -2.218 -2.495 -5.624  0.34
C5 -0.972 -0.300 -6.997  -1.62
H8 -0.264 0.544 -7.086  0.40
H9 -1.846 0.148 -6.501  0.34
H10 -1.255 -0.597 -8.044  0.34
Gd1 -0.025 -0.094 -0.812  0.60
C6 -0.858 2.483 0.075  -0.49
C7 0.505 2.636 0.447  -0.02
C8 1.313 2.520 -0.720  -1.07
H11 0.862 2.839 1.459  0.77
C9 0.445 2.390 -1.849  -0.84
C10 -0.909 2.417 -1.361  -0.65
H12 -1.820 2.524 -1.956  0.48
H13 -1.714 2.459 0.740  0.47
H14 2.395 2.547 -0.752  0.46
H15 0.749 2.324 -2.901  0.53
C11 -2.377 -0.479 0.581  0.04
C12 -2.731 0.079 -0.685  -0.92
C13 -2.324 -0.837 -1.712  -0.52
H16 -3.325 0.985 -0.857  0.54
C14 -1.761 -1.989 -1.066  -0.88
C15 -1.797 -1.763 0.352  -0.39
H17 -1.491 -2.459 1.136  0.41
H18 -2.562 -0.033 1.567  0.47
H19 -2.492 -0.730 -2.788  0.43
H20 -1.458 -2.900 -1.579  0.60
O2 3.232 -3.779 -3.096  -0.46
C16 2.350 -3.066 -2.242  -0.45
C17 2.675 -1.530 -2.224  0.47
H21 2.555 -3.379 -1.192  0.35
H22 1.345 -3.471 -2.484  0.15
C18 4.219 -1.642 -2.585  -0.61
H23 2.432 -0.956 -1.295  0.20
H24 2.077 -1.126 -3.053  -0.35
C19 4.297 -2.846 -3.518  -0.37
H25 4.795 -1.903 -1.683  0.32
H26 4.555 -0.744 -3.087  0.35
H27 5.269 -3.428 -3.439  0.33
H28 4.191 -2.532 -4.580  0.17
N1 0.516 -0.229 1.301  0.45
P1 0.502 -0.069 2.876  0.24
C20 1.037 -1.527 3.827  0.35
C21 1.111 -1.485 5.228  -0.26
C22 1.551 -2.597 5.950  -0.73
C23 1.937 -3.764 5.284  -0.51
C24 1.855 -3.802 3.885  -0.59
C25 1.407 -2.696 3.148  -0.52
C26 1.637 1.188 3.557  0.95
C27 1.402 1.856 4.770  -0.61
C28 2.343 2.744 5.302  -0.69
C29 3.556 2.973 4.648  -0.59
C30 3.812 2.266 3.464  -0.62
C31 2.866 1.391 2.913  -0.35
C32 -1.088 0.327 3.691  0.12
C33 -1.611 1.638 3.659  0.00
C34 -2.846 1.952 4.255  -0.99
C35 -3.614 0.958 4.874  -0.47
C36 -3.096 -0.334 4.934  -0.73
C37 -1.885 -0.665 4.304  -0.36
H29 0.834 -0.568 5.751  0.30
H30 1.600 -2.543 7.040  0.39
H31 2.296 -4.629 5.856  0.37
H32 2.145 -4.730 3.394  0.39
H33 1.336 -2.738 2.058  0.34
H34 0.485 1.664 5.328  0.31
H35 2.126 3.227 6.258  0.38
H36 4.303 3.654 5.075  0.37
H37 4.785 2.426 3.002  0.40
H38 3.064 0.863 1.975  0.34
H39 -1.033 2.457 3.223  0.58
H40 -3.223 2.977 4.274  0.40
H41 -4.601 1.198 5.302  0.37
H42 -3.658 -1.090 5.499  0.38
H43 -1.539 -1.698 4.353  0.43

Output
2S+1 = 8
E_HOMO (alpha / beta) = -0.250 / -0.256 Eh
HOMO-LUMO gap (alpha / beta) = 0.219 / 0.273 Ha
lowest unoccupied orbital energy (alpha / beta) = -0.85 / 0.46 eV
M = 721.98 g/mol
total charge = 0

Entry 2:
Here is a molecular structure, C25H27BNO5PPdS from OMol25. Energies are from ωB97M-V/def2-TZVPD.

Each line ends with the Mulliken charge.
Geometry (Å):
Pd1 1.168 0.791 -1.233  -0.34
O1 3.474 1.081 -0.810  -0.70
S1 3.677 -0.374 -0.820  1.51
O2 4.624 -0.939 -1.701  -0.67
O3 2.237 -0.935 -1.037  -0.60
C1 3.923 -0.823 0.851  0.56
C2 5.054 -1.435 1.339  -0.56
C3 5.114 -1.704 2.706  -0.60
C4 4.060 -1.371 3.541  -0.80
C5 2.910 -0.766 3.036  -0.20
C6 2.843 -0.491 1.680  -0.23
P1 1.317 0.263 1.065  1.63
C7 -0.014 -0.839 1.357  0.91
C8 0.266 -2.216 1.330  -1.08
C9 -0.749 -3.121 1.564  -0.81
C10 -2.034 -2.663 1.836  -0.55
C11 -2.322 -1.301 1.840  -0.82
C12 -1.326 -0.382 1.575  -0.24
C13 1.098 1.909 1.698  1.00
C14 1.784 2.996 1.143  -0.57
C15 1.657 4.246 1.720  -0.95
C16 0.876 4.415 2.856  -0.51
C17 0.218 3.333 3.428  -0.83
C18 0.314 2.079 2.853  -0.54
H1 5.866 -1.690 0.672  0.58
H2 5.994 -2.181 3.117  0.44
H3 4.121 -1.586 4.599  0.46
H4 2.091 -0.528 3.704  0.49
H5 1.269 -2.566 1.126  0.47
H6 -0.542 -4.182 1.546  0.50
H7 -2.822 -3.375 2.043  0.48
H8 -3.328 -0.962 2.049  0.46
H9 -1.557 0.674 1.542  0.61
H10 2.441 2.862 0.293  0.55
H11 2.184 5.088 1.294  0.47
H12 0.789 5.394 3.308  0.44
H13 -0.367 3.465 4.328  0.46
H14 -0.190 1.242 3.315  0.46
N1 0.649 3.153 -3.457  -0.07
C19 0.783 2.365 -2.637  0.00
H15 0.536 3.843 -4.180  0.32
C20 -3.069 -2.392 -2.114  -1.65
C21 -2.221 -1.245 -2.610  1.32
C22 -1.793 -1.455 -4.049  -1.87
O4 -0.946 -1.243 -1.816  -0.25
B1 -0.685 0.049 -1.663  1.51
O5 -1.609 0.978 -1.940  -0.57
C23 -2.821 0.185 -2.325  1.52
C24 -3.765 0.244 -1.142  -1.57
C25 -3.436 0.855 -3.533  -1.85
H16 -2.573 -3.335 -2.338  0.44
H17 -4.033 -2.390 -2.625  0.37
H18 -3.243 -2.334 -1.042  0.26
H19 -1.239 -2.389 -4.123  0.47
H20 -1.152 -0.648 -4.405  0.28
H21 -2.661 -1.519 -4.705  0.42
H22 -3.337 -0.228 -0.260  -0.06
H23 -4.704 -0.255 -1.378  0.41
H24 -3.984 1.286 -0.913  0.49
H25 -2.721 0.975 -4.344  0.38
H26 -3.817 1.836 -3.253  0.47
H27 -4.275 0.262 -3.899  0.36

Output
E_HOMO = -0.571 Eh
HOMO-LUMO gap = 0.242 Ha
lowest unoccupied orbital energy = -8.97 eV
M = 601.77 g/mol
total charge = +2